Entry 1:
40
Properties=species:S:1:pos:R:3:forces:R:3 method="wB97M-V/def2-TZVPD" homo_energy_ev=-8.3 gap_ev=9.19 relative_energy_kj_mol=54.9 lumo_energy_ev=0.935 multiplicity=1
O 1.87350 0.04714 0.88625 -3.51 -3.40 -0.15
O 0.28248 1.69689 -0.61166 0.40 -0.40 0.31
O -0.73416 0.61322 1.66079 -1.06 -0.32 -3.39
C -1.55404 -3.16393 -2.25771 1.70 1.91 -2.23
C -1.40687 -2.11264 -0.16268 1.11 2.18 0.72
C -0.44096 -0.99989 -2.04130 1.07 -0.88 0.23
C -1.86788 -3.12027 -0.95970 -1.25 -1.21 2.01
C -0.78112 -2.10993 -2.84624 -1.05 0.26 1.03
C -0.61898 -1.06246 -0.63788 0.81 0.89 -1.00
N 1.33219 2.59622 1.94491 1.02 0.49 -0.24
C -2.80368 -4.14372 -0.35116 -0.21 0.82 -0.05
C -0.43829 -2.04481 -4.28399 0.85 0.71 -0.43
C 2.74609 1.01075 0.62287 1.40 3.21 -1.57
C -0.22013 2.84644 0.06928 -0.97 -0.71 0.97
C 0.02926 0.67160 2.74495 1.29 -0.69 4.76
C 2.72692 2.10015 1.65706 -0.88 1.97 0.12
C 0.76333 3.55850 0.94983 0.59 -0.11 1.35
C 0.53762 2.05224 3.11806 1.10 0.39 -2.21
Si 0.27516 0.34808 0.35844 -0.89 -0.98 -1.01
H -2.00659 -3.91805 -2.84547 -0.02 -0.76 -0.82
H -1.73626 -1.92857 0.83238 -0.25 -0.77 0.96
H 0.10214 -0.12514 -2.46592 -0.48 -0.83 0.12
H -3.47472 -4.54969 -1.06937 -0.79 0.03 -0.94
H -2.36644 -5.04695 0.02310 0.80 -0.17 0.74
H -3.40260 -3.62390 0.39617 0.02 -0.40 0.26
H -0.17687 -1.02396 -4.54738 -0.13 0.24 -0.05
H 0.42671 -2.59906 -4.59481 0.78 -0.58 0.41
H -1.14917 -2.37767 -4.98916 -1.43 -0.34 -0.46
H 3.76109 0.72402 0.38502 0.38 -0.77 0.35
H 2.37323 1.45854 -0.29038 0.69 0.76 -0.50
H -0.63521 3.50142 -0.62934 -0.59 1.06 -1.41
H -1.03179 2.43519 0.67261 -0.19 0.83 0.14
H 0.86137 -0.04704 2.58062 -0.20 0.68 1.34
H -0.55102 0.35712 3.62954 0.03 -0.32 -0.13
H 3.40589 2.93704 1.31954 -0.88 -0.51 0.06
H 3.17334 1.82875 2.57865 0.27 -0.76 1.12
H 1.53034 4.01638 0.31344 0.46 -0.60 0.23
H 0.35613 4.49075 1.44107 -0.26 -1.14 -0.25
H 1.10957 1.97021 4.03965 0.54 0.07 -0.06
H -0.26958 2.73704 3.35995 -0.28 0.13 -0.33

Entry 2:
56
Properties=species:S:1:pos:R:3:forces:R:3 method="wB97M-V/def2-TZVPD" homo_energy_ev=-11.9 gap_ev=8.73 total_charge=+1 relative_energy_kj_mol=12.5 lumo_energy_ev=-3.200 multiplicity=1
C 1.21035 2.48349 7.50715 0.27 -0.18 -0.07
C 2.07372 2.81059 6.27482 -0.31 -0.10 0.63
O 3.40983 2.29648 6.46794 0.15 0.21 -0.55
C 1.46810 2.14356 5.04159 0.40 -0.05 0.19
C 2.21475 2.36707 3.73508 -0.50 0.41 0.05
N 3.61183 1.78035 3.82230 -0.13 -0.40 -0.09
C 4.18456 1.25191 2.53896 0.50 0.21 -0.36
C 3.66174 1.95086 1.27960 -0.13 -0.32 -0.27
O 2.32965 2.43052 1.37875 0.14 -0.02 0.13
C 1.57561 1.86227 2.43648 -0.22 -0.01 -0.01
C 0.13303 2.33846 2.21464 0.19 -0.17 -0.09
C -0.92123 1.23777 2.18749 -0.15 0.17 -0.36
O -1.69976 1.13995 1.30205 0.03 -0.01 0.17
I -1.00635 -0.22984 3.76855 0.10 0.08 0.02
H 1.71369 1.70871 8.08586 0.01 -0.02 -0.04
H 0.23997 2.08114 7.21820 -0.10 0.19 0.06
H 1.08057 3.34357 8.15984 -0.09 0.02 -0.04
H 2.12171 3.89789 6.17056 0.04 -0.02 -0.32
H 3.98767 3.00424 6.77178 -0.09 -0.07 0.28
H 0.45821 2.53655 4.94199 -0.06 -0.09 -0.11
H 1.37633 1.07530 5.25630 -0.06 -0.04 -0.06
H 2.32505 3.44468 3.58389 0.21 -0.03 -0.03
H 3.56200 1.00993 4.49306 0.08 0.09 0.09
H 4.23442 2.44649 4.27257 -0.03 0.07 0.00
H 5.26337 1.39660 2.58020 -0.01 -0.08 0.08
H 4.02200 0.17936 2.48953 -0.29 0.03 0.20
H 4.30152 2.77785 0.97732 -0.10 0.15 0.18
H 3.70671 1.21126 0.47352 0.08 0.02 0.01
H 1.58446 0.76520 2.37093 0.12 0.01 0.14
H -0.16021 3.13979 2.89398 -0.11 -0.13 0.13
H 0.09575 2.74841 1.20552 0.03 0.10 0.02
C -2.55915 1.08826 -1.99119 -0.11 -0.04 -0.01
Cl -3.16629 -0.46631 -2.55949 0.08 0.01 -0.04
Cl -1.05185 1.52132 -2.81549 0.04 0.01 0.02
Cl -3.76517 2.35421 -2.19652 0.03 -0.01 0.01
H -2.33799 0.99867 -0.93773 -0.02 0.01 0.02
C -1.23740 -0.59340 -5.91519 -0.05 -0.07 0.01
Cl -0.65217 -2.25055 -5.84768 0.12 0.07 -0.07
Cl -0.19802 0.41708 -6.92207 0.00 -0.01 0.02
Cl -2.90843 -0.54267 -6.48446 -0.01 0.03 0.01
H -1.21750 -0.19527 -4.91083 -0.03 0.04 0.01
C -3.30944 -5.29975 -4.02863 0.04 0.02 -0.03
Cl -3.58379 -3.73094 -4.77358 -0.08 0.00 0.04
Cl -2.48080 -6.38991 -5.14208 -0.02 0.01 0.01
Cl -2.39529 -5.13092 -2.52436 -0.02 0.00 0.01
H -4.27150 -5.73338 -3.78808 0.00 -0.01 0.01
C 2.38072 -4.67752 -7.09448 -0.05 0.02 -0.04
Cl 2.80164 -3.14493 -6.32410 0.05 -0.04 0.00
Cl 0.87095 -5.31900 -6.43959 0.03 0.00 0.03
Cl 2.27784 -4.49215 -8.84296 0.00 0.00 0.02
H 3.16738 -5.38709 -6.87638 0.00 0.00 0.00
C -7.69975 -3.08550 -4.99543 0.00 0.02 -0.05
Cl -7.14482 -4.76036 -4.89420 -0.01 -0.02 0.01
Cl -6.65089 -2.13305 -6.04569 0.00 -0.01 0.02
Cl -9.37076 -3.01811 -5.54801 0.01 0.00 0.02
H -7.65660 -2.65917 -4.00222 0.01 -0.01 0.00

Entry 3:
44
Properties=species:S:1:pos:R:3:forces:R:3 method="wB97M-V/def2-TZVPD" homo_energy_ev=-5.6 gap_ev=3.52 relative_energy_kj_mol=0.0 lumo_energy_ev=-2.084 multiplicity=1
C -18.02707 19.23544 21.86353 -0.71 0.63 1.88
N -18.83033 19.97446 20.88271 0.72 -0.51 -0.16
C -19.22429 19.27996 19.81984 -0.14 -0.77 -0.06
C -19.96420 19.87253 18.82510 -0.58 -0.71 -0.18
C -20.51264 21.10427 19.05191 1.05 0.90 0.04
C -20.00392 21.85850 20.13359 -0.62 -0.04 0.18
C -19.17035 21.27692 21.04525 -0.38 -0.41 -0.08
C -21.44511 21.64669 18.06774 -0.43 0.18 0.12
C -21.48353 23.00169 17.72018 -0.12 -0.50 -0.25
C -22.26731 23.35251 16.65145 -0.54 0.60 0.83
N -23.09874 22.47654 16.06794 -0.27 -0.37 -1.10
C -23.14273 21.18175 16.43768 0.61 0.32 0.62
C -22.33598 20.75654 17.46311 0.24 0.01 -0.21
C -23.95501 22.95899 14.94560 0.86 -0.07 0.83
H -17.33540 18.50617 21.46265 -0.15 0.10 -0.47
H -18.73289 18.74736 22.54136 -0.02 -0.46 -0.38
H -17.52446 19.94988 22.51718 0.32 0.10 -0.38
H -19.03859 18.20802 19.81278 0.28 0.05 0.12
H -20.20986 19.27574 17.95801 -0.23 -0.02 0.15
H -20.38552 22.85416 20.31095 0.15 0.05 0.13
H -18.85094 21.73563 21.96795 0.14 0.15 -0.12
H -20.92862 23.75148 18.26270 0.22 0.04 -0.22
H -22.37220 24.38411 16.34481 0.09 -0.05 -0.21
H -23.77560 20.48182 15.91289 -0.23 0.24 -0.11
H -22.34128 19.67571 17.73449 0.05 -0.49 0.05
H -24.47729 22.10498 14.53278 -0.23 0.13 0.00
H -23.28438 23.38761 14.20592 -0.22 0.11 -0.14
H -24.59835 23.70852 15.39672 -0.34 -0.01 -0.46
Cu -24.05586 18.34582 19.33034 1.09 -0.92 1.05
Cu -21.79724 17.71764 20.35496 0.51 -0.55 0.57
C -24.31169 15.63447 21.56564 0.58 -0.78 1.22
O -23.88250 16.62482 20.74259 0.10 1.61 -1.42
H -25.34211 15.64488 21.97146 -0.28 0.46 -0.59
H -24.16519 14.60552 21.18434 -0.11 0.05 -0.39
H -23.73145 15.60628 22.51172 0.17 0.13 -0.03
C -19.04971 15.78317 21.00272 -0.84 -0.05 -1.30
O -20.09305 16.64374 21.21357 -0.08 1.35 0.34
H -18.24643 16.19424 20.33748 0.18 0.10 -0.02
H -18.50512 15.39899 21.88211 -0.27 0.18 0.31
H -19.44104 14.91684 20.43911 0.47 -0.35 0.11
O -22.66037 19.60839 20.76477 -0.42 -0.58 -0.79
H -22.58854 20.56560 20.75937 0.05 -0.10 -0.08
O -22.25360 18.05182 17.98042 -0.27 0.60 0.43
H -21.84667 17.53823 17.27669 -0.39 -0.38 0.16

Entry 4:
47
Properties=species:S:1:pos:R:3:forces:R:3 method="wB97M-V/def2-TZVPD" homo_energy_ev="-16.0 / -18.6" s_squared=8.80 gap_ev="4.92 / 4.53" total_charge=+3 relative_energy_kj_mol=0.0 lumo_energy_ev="-11.083 / -14.093" multiplicity=6
I -2.13769 -3.56975 -1.69503 0.05 0.07 -0.47
I 1.02080 -3.67988 0.94515 -0.66 -0.45 0.33
Ir -0.25513 -1.55187 -0.05266 -0.97 -0.52 -1.11
P 1.30736 -1.95550 -1.72072 1.35 0.84 -0.83
C 2.95891 -1.64810 -1.02114 0.13 -0.18 -0.35
C 1.35307 -3.53772 -2.58930 -0.32 -0.14 0.52
H 1.97777 -3.38127 -3.48615 -0.35 -0.32 0.30
H 1.82200 -1.16882 -3.84868 -0.13 0.48 0.02
H 0.29898 -3.82277 -2.82845 1.13 -0.04 -0.11
H 0.15408 -0.66195 -3.42195 0.35 -0.02 -0.06
H 3.20004 -2.39736 -0.25038 0.07 0.37 -0.24
H 1.81616 -4.27355 -1.90078 -0.34 0.12 -0.65
C 1.18809 -0.73260 -3.06184 -0.05 -0.26 -0.22
H 3.64504 -1.78420 -1.87178 0.10 0.22 0.36
H 1.56276 0.25923 -2.76262 -0.11 -0.45 -0.09
H 3.02756 -0.61618 -0.61495 0.12 -0.84 -0.39
P -2.16713 -1.65746 1.29361 -0.90 1.31 0.92
C -1.69905 -1.26321 2.98526 -0.11 -0.31 0.07
C -3.22606 -0.23684 0.85997 -0.17 -0.14 -0.01
H -3.36457 -3.38360 0.24508 -0.53 -0.03 1.40
H -4.34655 -2.68071 1.64211 0.98 -0.45 -0.23
H -2.90005 -3.81588 1.99300 -0.63 0.29 -0.61
C -3.32854 -3.03428 1.32267 0.20 -0.43 -0.31
H -3.62535 -0.33909 -0.15645 0.02 0.06 0.22
H -4.04577 -0.27702 1.58792 0.00 0.21 -0.22
H -2.63583 -1.05378 3.52033 0.33 -0.03 0.14
H -1.04032 -0.38319 2.99353 -0.22 -0.32 0.14
H -2.67537 0.70845 0.95216 -0.24 -0.34 0.08
H -1.19685 -2.13723 3.41751 -0.03 0.33 0.16
C 1.02422 -0.56401 1.05092 2.45 0.27 3.55
O 1.74262 -0.49647 1.97090 -1.74 -0.91 -1.61
O 3.72902 2.14115 0.01747 -1.82 0.20 0.54
S 2.52026 2.13796 0.80154 2.00 -1.19 1.68
O 2.57943 1.94785 2.24533 -0.51 0.59 -2.71
N 1.45562 0.92734 0.04362 -0.57 2.21 -0.51
C 0.32330 1.48778 -0.38945 1.07 -0.66 -0.56
S -0.89103 0.47443 -1.05732 -0.09 -0.68 0.20
C 0.23304 2.93303 -0.25983 -0.50 -0.75 1.38
C -0.90663 3.73782 -0.35982 -0.64 0.80 -0.78
C -0.84436 5.06714 0.03747 -1.05 -1.41 -1.13
C 0.34586 5.54013 0.61505 0.33 1.41 0.92
C 1.43024 4.70588 0.89597 1.08 -1.98 -0.21
C 1.35583 3.39142 0.44722 0.92 3.05 0.58
H -1.79467 3.29815 -0.80913 0.02 0.33 0.07
H -1.69878 5.72854 -0.13293 0.32 -0.19 0.25
H 0.39959 6.57922 0.95362 -0.01 -0.23 -0.26
H 2.30805 5.03875 1.45394 -0.33 0.11 -0.14

Entry 5:
43
Properties=species:S:1:pos:R:3:forces:R:3 method="wB97M-V/def2-TZVPD" homo_energy_ev=-8.7 smiles="CCCS(=O)(=O)N1CCC[C@H](C(=O)NCc2ccco2)C1" gap_ev=9.47 relative_energy_kj_mol=152.2 lumo_energy_ev=0.731 multiplicity=1
C -2.55570 -2.57599 4.37611 0.02 0.25 -0.15
C -2.48799 -1.18475 3.75474 -0.04 -0.10 0.22
C -2.21696 -1.23215 2.26413 -0.01 1.02 -0.17
S -2.18223 0.48749 1.66250 0.06 -0.24 -0.23
O -1.05750 1.14860 2.25576 0.26 -0.20 0.00
O -3.48606 1.05194 1.84577 -0.24 -0.21 -0.10
N -1.90122 0.42068 0.03112 -0.16 0.17 0.87
C -2.96297 -0.05153 -0.82286 -0.62 0.07 -0.25
C -2.77731 0.54427 -2.21687 0.14 -0.22 0.12
C -1.39552 0.18607 -2.75770 -0.02 0.23 0.01
C -0.30643 0.64916 -1.78445 -0.04 -0.51 0.01
C 1.05951 0.15759 -2.24842 -0.38 0.52 0.08
O 1.26320 -0.99717 -2.55919 0.00 -0.48 -0.03
N 2.01612 1.10984 -2.29152 0.26 0.42 -0.07
C 3.40137 0.79939 -2.60131 0.09 0.10 0.11
C 4.27025 0.90709 -1.39243 -0.16 -0.87 0.17
C 4.48894 0.04786 -0.35588 -0.13 0.32 -0.59
C 5.37531 0.71060 0.52767 0.17 0.53 -0.09
C 5.62503 1.92268 -0.03516 0.23 -0.42 0.75
O 4.95868 2.05427 -1.19409 -0.13 0.27 -0.43
C -0.58181 0.04276 -0.40080 0.64 0.06 0.01
H -2.75033 -2.50180 5.44250 -0.02 -0.05 0.10
H -1.61620 -3.10513 4.23378 0.08 -0.12 0.02
H -3.35240 -3.16008 3.92106 -0.08 -0.12 -0.01
H -1.69678 -0.59968 4.22654 -0.06 0.02 0.06
H -3.42974 -0.65617 3.91207 0.04 0.02 0.07
H -1.24812 -1.66739 2.03583 0.12 -0.09 -0.10
H -3.00832 -1.74058 1.72044 -0.07 -0.09 -0.13
H -3.89961 0.27658 -0.37160 -0.05 -0.12 -0.17
H -2.95376 -1.15121 -0.88892 -0.03 0.03 0.00
H -2.87457 1.62856 -2.15011 -0.10 0.06 0.00
H -3.55326 0.16631 -2.88336 -0.04 0.03 0.01
H -1.23999 0.65252 -3.73225 0.02 -0.06 -0.04
H -1.30669 -0.89473 -2.88466 0.04 -0.01 -0.04
H -0.32612 1.73848 -1.70129 0.04 0.01 0.03
H 1.82224 2.03155 -1.93303 -0.13 -0.12 -0.02
H 3.76298 1.48630 -3.37193 0.01 -0.16 0.01
H 3.40429 -0.22514 -2.98080 0.08 0.19 0.01
H 4.07283 -0.93204 -0.24502 -0.13 -0.23 -0.04
H 5.76900 0.33375 1.44889 0.13 -0.01 0.20
H 6.23576 2.74684 0.27546 0.05 0.16 -0.05
H 0.11843 0.42512 0.34351 0.13 -0.10 -0.15
H -0.47637 -1.05073 -0.47425 0.02 0.06 -0.01

Entry 6:
46
Properties=species:S:1:pos:R:3:forces:R:3 method="wB97M-V/def2-TZVPD" homo_energy_ev=-12.6 s_squared=0.77 gap_ev=5.56 total_charge=+1 lumo_energy_ev=-7.031 multiplicity=2
C -0.94255 2.98773 0.43567 0.58 -0.30 0.15
C -0.29150 1.69349 -0.14165 -2.02 2.88 -1.71
C -0.53591 1.79678 -1.66417 0.89 -0.68 0.33
C -1.08066 0.47856 0.43793 0.95 -0.53 0.63
C -0.27561 -0.73363 1.01705 0.71 -0.50 -0.12
C -0.69470 -2.00680 0.28169 -0.07 0.40 -0.32
C -0.97158 -3.19033 0.90438 0.18 0.01 1.93
C -1.30456 -4.33818 0.23510 0.10 -0.35 -0.38
N -1.37203 -4.37518 -1.08523 -0.24 -0.41 0.27
C -1.12778 -3.22850 -1.68635 -0.11 -0.11 -1.97
C -0.78710 -2.04514 -1.10018 0.23 0.74 0.74
P -0.70581 -0.79665 2.80621 -0.62 0.72 -0.06
O -2.13270 -0.95994 3.05662 -0.57 -0.31 -0.01
O 0.22434 -1.84147 3.55758 -0.03 0.08 -0.34
O -0.19996 0.63640 3.31934 0.53 -0.02 -0.33
C 1.31277 -0.65659 0.96018 -1.40 0.64 0.29
C 1.93433 0.45493 0.09169 3.38 -0.33 -1.19
C 3.36032 0.73716 0.67753 -0.58 0.05 -0.47
C 2.18924 0.03378 -1.36189 -0.84 0.31 -0.28
N 1.15035 1.73396 0.25371 -2.17 -3.81 4.32
O 1.29892 2.16772 1.37157 0.73 1.36 -1.54
H -1.16219 2.89213 1.49500 -0.02 0.05 0.03
H -1.85603 3.17496 -0.11781 -0.10 0.02 0.12
H -0.27212 3.83878 0.31362 -0.10 0.08 -0.12
H 0.02452 2.62277 -2.10171 -0.03 0.02 -0.03
H -0.28472 0.87443 -2.17996 0.04 0.15 -0.20
H -1.59661 1.95244 -1.81788 -0.02 0.00 0.00
H -1.74752 0.13048 -0.34412 0.14 -0.03 -0.15
H -1.74015 0.86262 1.21208 0.06 0.08 0.05
H -0.91353 -3.24210 1.98044 -0.11 -0.16 0.03
H -1.48957 -5.24871 0.78929 -0.09 -0.09 -0.09
H -1.20876 -3.22727 -2.77064 0.00 -0.18 0.02
H -0.59906 -1.16333 -1.69140 -0.13 -0.05 -0.27
H -0.39268 -2.44721 3.99882 0.29 -0.14 0.24
H -0.94928 1.11829 3.69249 0.01 0.00 0.17
H 1.69573 -0.52715 1.97228 0.06 0.09 -0.04
H 1.69039 -1.61232 0.60528 0.13 0.09 -0.17
H 3.37911 0.67283 1.75924 0.08 0.31 0.05
H 3.69100 1.70639 0.30332 0.17 0.05 0.28
H 4.04052 -0.00090 0.26627 0.02 -0.12 0.13
H 1.33295 -0.43838 -1.83653 0.02 0.00 0.03
H 2.48579 0.88044 -1.98156 0.06 0.04 0.05
H 3.00523 -0.68152 -1.37434 -0.05 -0.07 0.06
O -1.74918 1.54253 -4.34109 0.05 1.03 0.21
V -2.08920 3.08701 -4.91124 -0.53 0.18 -1.15
O -2.34245 4.68468 -5.28665 0.43 -1.18 0.80